DFT (wB97M-V/def2-TZVPD) results for a structure of composition C39H37BN7O3SSn.

Calculated values
**HOMO level**: -10.3 eV
**Orbital gap**: 5.17 eV
**E_tot**: -2754.6213 a.u.
**Max |F|**: 0.49 eV/A
**Relative energy (zero: lowest compared OMol25 entry of this formula, charge and spin)**: 3.260 eV
**Total charge**: +1

Cartesian coordinates (Å):
Sn: 0.0709 0.2652 0.2087
C: 2.2608 -4.9126 1.4787
C: 1.4204 -3.7064 1.7526
C: 0.6499 -3.4461 2.8628
C: 0.0495 -2.2011 2.6384
N: 0.4560 -1.7245 1.4561
N: 1.2880 -2.6648 0.9067
B: 1.9585 -2.5240 -0.4765
N: 0.9024 -2.5218 -1.6258
N: -0.0722 -1.5958 -1.6915
C: -0.7980 -1.8897 -2.7641
C: -0.2816 -3.0225 -3.4092
C: 0.8071 -3.4001 -2.6494
C: 1.7414 -4.5458 -2.8673
C: -1.9818 -1.0976 -3.1570
C: -2.8769 -1.6205 -4.1078
C: -3.9870 -0.9233 -4.6097
C: -4.2748 0.3072 -4.1096
C: -3.4893 0.8666 -3.0235
C: -2.2757 0.1483 -2.6608
N: 2.8114 -1.2385 -0.5401
N: 2.2658 0.0080 -0.4658
C: 3.2675 0.8867 -0.5432
C: 4.4781 0.2001 -0.6581
C: 4.1492 -1.1412 -0.6573
C: 5.0591 -2.3207 -0.7626
C: 3.0437 2.3435 -0.4936
C: 1.8795 2.9159 -0.9998
C: 1.6605 4.2813 -0.9061
C: 2.6219 5.0990 -0.3280
C: 3.7986 4.5414 0.1590
C: 4.0072 3.1725 0.0780
C: -0.9228 -1.5266 3.5337
C: -1.3263 -0.2032 3.3743
C: -2.2604 0.3737 4.2207
C: -2.8056 -0.3663 5.2587
C: -2.4081 -1.6841 5.4377
C: -1.4789 -2.2560 4.5834
H: 2.1825 -5.5970 2.3214
H: 3.3120 -4.6528 1.3464
H: 1.9333 -5.4386 0.5807
H: 0.5428 -4.0879 3.7217
H: 2.6742 -3.4637 -0.6438
H: -0.6221 -3.5044 -4.3121
H: 1.4509 -5.0787 -3.7706
H: 1.7170 -5.2482 -2.0328
H: 2.7706 -4.2065 -2.9849
H: -2.6914 -2.6200 -4.4867
H: -4.6080 -1.3743 -5.3722
H: -5.1409 0.8591 -4.4554
H: -3.2798 1.9359 -3.1406
H: -1.6117 0.6410 -1.9556
H: 5.4651 0.6191 -0.7714
H: 6.0879 -1.9728 -0.8278
H: 4.8430 -2.9196 -1.6477
H: 4.9725 -2.9712 0.1087
H: 1.1405 2.3055 -1.5015
H: 0.7363 4.6989 -1.2861
H: 2.4574 6.1672 -0.2584
H: 4.5556 5.1738 0.6066
H: 4.9166 2.7416 0.4815
H: -0.8953 0.4160 2.6080
H: -2.5555 1.4049 4.0651
H: -3.5341 0.0797 5.9235
H: -2.8267 -2.2730 6.2442
H: -1.1971 -3.2906 4.7326
O: -2.0437 3.7846 1.2089
C: -2.0916 3.0451 0.2209
O: -1.1264 2.4879 -0.3924
C: -3.4281 2.6694 -0.3828
C: -4.2978 3.5654 -0.8669
C: -5.5016 3.1469 -1.5934
C: -5.6338 1.8965 -2.0375
C: -4.5618 0.8888 -1.7419
C: -3.7426 1.2446 -0.5152
S: -3.2851 0.1002 0.5290
H: -4.1143 4.6218 -0.7064
H: -6.2734 3.8795 -1.7959
H: -6.4997 1.5897 -2.6125
H: -4.9491 -0.1208 -1.6427
C: 2.6679 2.6323 3.2084
C: 1.3971 2.5039 2.4202
N: 0.6053 3.5587 2.3210
O: 1.1130 1.3977 1.9098
H: 2.8971 3.6626 3.4754
H: 3.4841 2.2129 2.6228
H: 2.5655 2.0373 4.1170
H: 0.8857 4.4287 2.7377
H: -0.2704 3.5471 1.7815



DFT (wB97M-V/def2-TZVPD) results for a structure of composition C39H37F5N12SSeSr.

Calculated values
**HOMO level**: -11.7 eV
**Orbital gap**: 5.96 eV
**E_tot**: -5494.7357 a.u.
**Max |F|**: 1.75 eV/A
**Relative energy (zero: lowest compared OMol25 entry of this formula, charge and spin)**: 0.775 eV
**Total charge**: +2

Cartesian coordinates (Å):
Sr: -1.8422 0.3875 -1.0739
C: -0.8402 4.2359 -3.5301
C: -1.6678 3.1520 -2.9064
N: -1.5025 1.9024 -3.1267
N: -0.5899 1.4831 -4.0345
C: -0.4718 0.1631 -4.3456
N: 0.4087 -0.1110 -5.3210
S: -1.3172 -1.0504 -3.5809
C: -2.7420 3.5149 -1.9528
C: -3.3014 4.7861 -1.9565
C: -4.2373 5.1148 -0.9883
C: -4.6007 4.1590 -0.0560
C: -4.0306 2.8997 -0.1553
N: -3.1210 2.5800 -1.0712
H: 0.1959 3.9148 -3.6472
H: -0.8222 5.1123 -2.8886
H: -1.2326 4.5258 -4.5085
H: -0.0625 2.1606 -4.5682
H: 0.7890 0.6018 -5.9239
H: 0.4716 -1.0656 -5.6311
H: -3.0181 5.5121 -2.7053
H: -4.6641 6.1080 -0.9587
H: -5.3079 4.3797 0.7305
H: -4.3132 2.1093 0.5326
C: -2.4902 0.8994 4.9638
C: -1.7428 1.3919 3.9028
C: -1.9487 0.9032 2.6267
C: -2.9243 -0.0706 2.4005
C: -3.6777 -0.5669 3.4734
C: -3.4506 -0.0851 4.7460
N: -3.1243 -0.4532 1.0623
N: -4.0369 -1.2835 0.8644
C: -4.4265 -1.5463 -0.4534
C: -5.3402 -2.5752 -0.6501
C: -5.8829 -2.7532 -1.9127
C: -5.5146 -1.8880 -2.9299
C: -4.5786 -0.9016 -2.6502
N: -4.0323 -0.7374 -1.4501
H: -2.3335 1.2812 5.9642
H: -1.0048 2.1659 4.0751
H: -1.3634 1.2665 1.7854
H: -4.4321 -1.3168 3.2878
H: -4.0294 -0.4709 5.5743
H: -5.6219 -3.2036 0.1829
H: -6.6026 -3.5403 -2.0916
H: -5.9434 -1.9740 -3.9177
H: -4.2553 -0.2126 -3.4218
N: 3.4016 1.1512 4.0036
C: 2.8597 -0.0138 3.2288
C: 1.3315 0.0648 3.1389
N: 0.7523 -0.9203 2.2566
H: 4.4179 1.1234 4.0718
H: 3.0173 1.1767 4.9478
H: 3.1298 2.0247 3.5322
H: 3.1825 -0.9336 3.7140
H: 3.2807 0.0291 2.2250
H: 1.0566 1.0496 2.7512
H: 0.8898 -0.0544 4.1331
H: 0.9390 -1.8717 2.5512
H: 1.0724 -0.7985 1.3020
N: 4.8419 -4.1505 -2.1888
C: 5.6688 -5.2141 -1.9156
C: 6.8538 -5.6611 -2.4920
C: 7.4220 -6.7884 -1.9380
C: 6.8349 -7.4499 -0.8456
C: 5.6613 -7.0084 -0.2775
C: 5.0640 -5.8700 -0.8247
N: 3.9071 -5.2181 -0.4713
C: 3.7999 -4.2109 -1.2964
C: 2.7059 -3.2524 -1.2446
C: 2.7386 -2.0074 -1.8746
C: 1.6689 -1.1449 -1.7201
N: 0.5856 -1.4318 -0.9988
C: 0.5460 -2.6363 -0.4160
C: 1.5637 -3.5612 -0.5035
H: 4.9511 -3.5077 -2.9524
H: 7.3038 -5.1526 -3.3349
H: 8.3447 -7.1720 -2.3518
H: 7.3227 -8.3303 -0.4492
H: 5.2066 -7.5198 0.5601
H: 3.5943 -1.6954 -2.4590
H: 1.6941 -0.1598 -2.1757
H: -0.3477 -2.8579 0.1583
H: 1.4989 -4.5208 -0.0094
F: 0.4051 6.3611 4.3828
C: 0.5243 5.4625 3.4186
C: -0.4748 5.3008 2.4708
F: -1.5636 6.0634 2.5222
C: -0.3475 4.3463 1.4802
F: -1.3429 4.2441 0.5959
C: 0.7500 3.4969 1.3655
Se: 0.9264 2.1340 0.0721
C: 1.7431 3.7323 2.3091
F: 2.9035 3.0160 2.2490
C: 1.6484 4.6628 3.3250
F: 2.6426 4.7694 4.2095



DFT (wB97M-V/def2-TZVPD) results for a structure of composition C39H37HfN5O4STe.

Calculated values
**HOMO level**: -0.6 eV
**Orbital gap**: 4.57 eV
**E_tot**: -2797.6054 a.u.
**Max |F|**: 1.43 eV/A
**Total charge**: -2

Cartesian coordinates (Å):
Hf: 0.1356 0.1498 0.4845
O: 0.6526 2.1407 0.0546
C: 1.1506 2.7899 -0.9455
C: 1.2478 4.2014 -0.8846
C: 1.7897 4.9212 -1.9192
C: 2.2657 4.2930 -3.0796
C: 2.1932 2.9216 -3.1545
C: 1.6551 2.1502 -2.1145
C: 1.6883 0.7023 -2.2948
N: 1.2555 -0.1451 -1.4428
N: 1.4011 -1.5231 -1.7591
C: 0.7956 -2.2821 -0.8887
O: 0.0963 -1.9002 0.1329
C: 0.8546 -3.7630 -1.1119
C: 1.4553 -4.3074 -2.2406
C: 1.4665 -5.6828 -2.4203
C: 0.8790 -6.5121 -1.4717
C: 0.2863 -5.9670 -0.3419
C: 0.2703 -4.5894 -0.1596
H: 0.8794 4.6785 0.0147
H: 1.8548 6.0005 -1.8343
H: 2.6886 4.8708 -3.8903
H: 2.5650 2.4056 -4.0341
H: 2.1314 0.3143 -3.2129
H: 1.9075 -3.6419 -2.9634
H: 1.9313 -6.1078 -3.3020
H: 0.8825 -7.5866 -1.6167
H: -0.1660 -6.6100 0.4030
H: -0.1836 -4.1408 0.7154
C: -2.3879 -1.6565 -1.8092
C: -2.8145 -0.3065 -2.3073
C: -3.4806 -0.2137 -3.5274
C: -3.8571 1.0098 -4.0543
C: -3.5280 2.1649 -3.3627
C: -2.8692 2.1113 -2.1403
C: -2.4992 3.3946 -1.4521
C: -2.5401 0.8612 -1.5793
N: -1.9275 0.8160 -0.3015
C: -2.6423 1.4315 0.7051
O: -3.8017 1.8260 0.6084
C: -1.8740 1.6263 2.0025
C: -2.1699 2.6103 2.8688
C: -1.3266 2.7480 4.0537
C: -0.3188 1.9036 4.3051
C: -0.0207 0.7716 3.4035
N: -0.8627 0.7094 2.2017
C: 1.4804 0.5729 3.1250
O: 2.3392 0.9198 3.9212
N: 1.7595 -0.0337 1.8967
C: 3.1249 -0.2971 1.5928
C: 3.5729 -1.6217 1.5362
C: 2.6896 -2.7769 1.9266
C: 4.8888 -1.8825 1.1499
C: 5.7648 -0.8582 0.8474
C: 5.3282 0.4559 0.9548
C: 4.0263 0.7558 1.3355
C: 3.6285 2.1964 1.4921
H: -2.8027 -2.4437 -2.4418
H: -2.6819 -1.8270 -0.7746
H: -1.3044 -1.7499 -1.8534
H: -3.7054 -1.1300 -4.0639
H: -4.3920 1.0640 -4.9957
H: -3.7891 3.1370 -3.7693
H: -2.4453 4.2097 -2.1760
H: -1.5368 3.3091 -0.9491
H: -3.2332 3.6468 -0.6837
H: -2.9878 3.2839 2.6569
H: -1.5183 3.5685 4.7377
H: 0.3355 2.0149 5.1577
H: 1.7232 -2.4490 2.3054
H: 3.1712 -3.3531 2.7207
H: 2.5416 -3.4505 1.0785
H: 5.2198 -2.9156 1.1044
H: 6.7832 -1.0747 0.5438
H: 6.0110 1.2741 0.7483
H: 4.3509 2.8463 0.9936
H: 3.5829 2.4487 2.5526
H: 2.6368 2.3896 1.0917
Te: -0.3108 -1.3253 4.4330
C: -5.1333 -1.1860 0.7183
S: -3.6899 -1.6861 1.6779
C: -4.0275 -0.7275 3.1611
H: -5.0815 -0.1216 0.4818
H: -6.0558 -1.4008 1.2639
H: -5.1383 -1.7560 -0.2127
H: -4.9529 -1.0676 3.6331
H: -4.1005 0.3325 2.9127
H: -3.1808 -0.8798 3.8324



Q: total charge of number 3 (C39H37HfN5O4STe)?
A: -2



Q: Look up the orbital gap of the second one.
A: 5.96 eV



Q: What is the formula in the first record?
A: C39H37BN7O3SSn